No. 1
8
Properties=species:S:1:pos:R:3 method="wB97M-V/def2-TZVPD" homo_lumo_gap_ev="5.582 / 5.659" molar_mass_g_mol=190.102 lumo_ev="-5.73 / -5.70" spin_multiplicity=2 charge=+1
C 0.2563 0.7021 1.2809
C 0.8503 0.1180 0.2080
O 0.4423 -1.1416 -0.1739
Li -1.5668 -0.6295 -0.4084
H 0.5235 1.7167 1.5872
H -0.5036 0.1875 1.8956
Ce 1.7579 -0.6376 -2.1224
H -1.7598 -0.3155 -2.2670

No. 2
14
Properties=species:S:1:pos:R:3 method="wB97M-V/def2-TZVPD" homo_lumo_gap_ev=9.481 molar_mass_g_mol=114.108 lumo_ev=0.67 de_lowest_kj_mol=585.74 spin_multiplicity=1
O 0.5392 1.7124 2.2480
N -0.2793 1.5461 1.0558
C -0.1164 0.4913 0.2019
N 0.2001 -0.7228 0.6744
C 0.0459 -1.8589 -0.1438
C 0.3043 -1.5340 -1.6348
N 0.0239 -0.3285 -1.9378
N -0.6846 0.4854 -1.0166
H 0.5570 0.7788 2.7756
H -1.4258 1.6684 1.2621
H 1.0175 -2.4459 0.1184
H -0.9785 -2.4584 -0.0448
H 0.9719 -2.1415 -2.4490
H -0.6787 1.4480 -1.6168

No. 3
66
Properties=species:S:1:pos:R:3 method="wB97M-V/def2-TZVPD" homo_lumo_gap_ev=7.447 molar_mass_g_mol=1045.791 lumo_ev=-1.02 de_lowest_kj_mol=0.00 spin_multiplicity=1
Tl 1.2502 0.0376 0.3215
S -2.1468 6.7636 0.1909
C -1.0085 8.0092 0.4499
C 0.2636 7.5323 0.4554
C 0.3136 6.1256 0.2506
C -0.9186 5.5590 0.0912
C -1.2414 4.1396 -0.1377
C -0.1999 3.1921 -0.2308
N -0.4008 1.9139 -0.4390
C -1.6573 1.4548 -0.5791
C -2.7667 2.2988 -0.4985
C -4.0851 1.7457 -0.6647
C -4.2556 0.4336 -0.9221
C -3.1278 -0.4544 -1.0417
C -3.2592 -1.8192 -1.3458
C -2.1455 -2.6114 -1.5025
C -0.8912 -1.9922 -1.3193
N -0.7447 -0.7333 -0.9750
C -1.8397 0.0505 -0.8573
C -2.1856 -4.0473 -1.8194
C -1.1387 -4.9260 -1.8438
C -1.5375 -6.2515 -2.1708
C -2.8751 -6.3544 -2.3875
S -3.6630 -4.8518 -2.1959
C -2.5264 3.6625 -0.2688
H -1.3437 9.0270 0.5790
H 1.1361 8.1538 0.6001
H 1.2400 5.5669 0.2220
H 0.8382 3.4938 -0.1262
H -4.9387 2.4094 -0.5876
H -5.2503 0.0236 -1.0550
H -4.2539 -2.2378 -1.4619
H 0.0261 -2.5482 -1.4634
H -0.1084 -4.6579 -1.6329
H -0.8528 -7.0852 -2.2375
H -3.4468 -7.2317 -2.6492
H -3.3736 4.3377 -0.2012
Br -1.8614 -3.0721 3.5456
C -0.1679 -3.6369 2.9006
C 0.6402 -4.4254 3.6964
C 1.8789 -4.8138 3.1971
C 2.2891 -4.4198 1.9320
C 1.4744 -3.6033 1.1579
C 0.2352 -3.2128 1.6473
C 1.9029 -3.1992 -0.2327
O 2.0442 -4.0868 -1.0636
O 1.9441 -1.9358 -0.4944
H 0.3142 -4.7284 4.6822
H 2.5259 -5.4331 3.8069
H 3.2431 -4.7441 1.5352
H -0.4218 -2.5861 1.0575
Br 6.2272 4.2961 -1.6357
C 4.8754 3.0725 -1.1162
C 3.9230 2.6832 -2.0426
C 2.9286 1.7949 -1.6506
C 2.8829 1.2962 -0.3514
C 3.8531 1.7045 0.5592
C 4.8564 2.5924 0.1808
H 3.9605 3.0614 -3.0555
H 2.1864 1.4928 -2.3814
H 3.8453 1.3356 1.5789
H 5.6114 2.9038 0.8903
I 1.9536 -0.4604 3.7127
C 0.3729 -0.0695 2.3271
H -0.0247 0.9050 2.5954
H -0.3774 -0.8394 2.4750